(1)
60
Properties=species:S:1:pos:R:3 method="wB97M-V/def2-TZVPD" homo_energy_ev=-2.62 e_tot_ha=-1438.586183 e_above_lowest_ev=0.5926 charge=-1 max_force_ev_per_a=1.6
C -5.3896 0.3237 0.5891
C -5.0872 1.4524 1.5587
C -6.3522 2.1962 1.9853
O -4.4790 0.9659 2.7726
C -3.1692 0.5638 2.7239
O -2.7153 -0.0772 3.6432
C -2.3711 1.0191 1.5518
C -1.1020 0.5529 1.4107
C -0.2060 0.9593 0.3490
C -0.6312 1.0495 -0.9941
C 0.2210 1.4533 -2.0035
C 1.5665 1.8151 -1.6941
N 2.4122 2.2374 -2.6756
C 2.0385 2.1658 -4.0790
C 0.5578 2.4550 -4.2769
C -0.2925 1.5418 -3.4001
C 3.8200 2.4751 -2.4053
C 4.0269 3.0659 -1.0183
C 3.3682 2.1963 0.0471
C 1.9977 1.7573 -0.3362
C 1.1291 1.3032 0.6398
C -2.9013 2.2095 0.8175
O -2.2400 2.9998 0.1788
O -4.2400 2.4533 0.9483
H -4.4801 -0.2100 0.2914
H -6.0851 -0.3794 1.0639
H -5.8813 0.7330 -0.3020
H -6.0831 2.9996 2.6758
H -6.8476 2.6296 1.1143
H -7.0382 1.5115 2.4874
H -0.7640 -0.1652 2.1532
H -1.6613 0.7951 -1.2470
H 2.6486 2.8994 -4.6233
H 2.2743 1.1681 -4.4991
H 0.3540 3.5008 -4.0172
H 0.2933 2.3147 -5.3276
H -0.3267 0.5324 -3.8385
H -1.3262 1.9063 -3.3776
H 4.4025 1.5366 -2.4922
H 4.1949 3.1635 -3.1748
H 5.0962 3.1577 -0.8140
H 3.5915 4.0718 -0.9847
H 3.9900 1.3094 0.2419
H 3.3130 2.7482 0.9926
H 1.4470 1.2592 1.6838
C 3.1179 -6.0089 3.3678
C 2.3039 -5.3975 2.2537
C 2.5152 -5.8459 0.9417
C 1.7647 -5.2970 -0.1091
C 0.8304 -4.3120 0.1186
C 0.5859 -3.7639 1.4569
O -0.2083 -2.8191 1.6740
C 1.3669 -4.4148 2.5089
H 2.8582 -5.5570 4.3287
H 2.9522 -7.0909 3.4426
H 4.1932 -5.8676 3.2023
H 3.2612 -6.6222 0.7590
H 1.9292 -5.6599 -1.1236
H 0.2483 -3.8836 -0.6929
H 1.2081 -4.0764 3.5325

=====

(2)
60
Properties=species:S:1:pos:R:3 method="wB97M-V/def2-TZVPD" homo_energy_ev=-2.48 e_tot_ha=-1438.571237 e_above_lowest_ev=0.9993 charge=-1 max_force_ev_per_a=2.5
C -4.9940 -1.3996 1.6825
C -4.4631 -1.0218 3.0676
C -5.6015 -1.0194 4.0917
O -3.5189 -2.0346 3.5035
C -2.2417 -1.9327 3.0156
O -1.4136 -2.8211 3.1369
C -1.8566 -0.6968 2.3293
C -0.6891 -0.6623 1.6395
C -0.1584 0.4843 0.9142
C -0.9621 1.2334 0.0478
C -0.4864 2.3473 -0.5987
C 0.8509 2.7538 -0.3998
N 1.3614 3.8578 -1.0812
C 0.5593 4.5920 -2.0811
C -0.9286 4.5604 -1.7463
C -1.4052 3.1248 -1.4952
C 2.7760 4.2585 -0.9496
C 3.3310 3.9280 0.4326
C 3.0644 2.4630 0.8026
C 1.6653 2.0182 0.4898
C 1.1638 0.8932 1.1013
C -2.6708 0.5002 2.5815
O -2.1861 1.6066 2.4229
O -3.9586 0.3349 3.0172
H -4.1870 -1.4126 0.9537
H -5.4459 -2.3892 1.7056
H -5.7368 -0.6771 1.3494
H -5.1956 -0.7502 5.0639
H -6.3604 -0.2882 3.8204
H -6.0493 -2.0079 4.1669
H -0.0933 -1.5627 1.6499
H -1.9918 0.9494 -0.0708
H 0.9242 5.6213 -2.1433
H 0.7389 4.1374 -3.0595
H -1.1089 5.1677 -0.8515
H -1.5150 5.0252 -2.5509
H -1.4935 2.5942 -2.4494
H -2.4125 3.1302 -1.0603
H 3.3489 3.7408 -1.7242
H 2.8624 5.3285 -1.1594
H 4.4075 4.1438 0.4759
H 2.8626 4.5853 1.1749
H 3.7634 1.8124 0.2669
H 3.2646 2.3024 1.8698
H 1.7787 0.3470 1.7941
C 4.3687 -5.8533 -1.9024
C 3.2333 -4.9350 -2.1876
C 3.0536 -4.4392 -3.4787
C 2.0047 -3.5831 -3.7833
C 1.1324 -3.1925 -2.8113
C 1.2900 -3.6465 -1.4666
O 0.5329 -3.2595 -0.5675
C 2.3609 -4.5540 -1.1977
H 4.3944 -6.1463 -0.8535
H 4.2983 -6.7625 -2.4992
H 5.3213 -5.3783 -2.1365
H 3.7476 -4.7311 -4.2455
H 1.8848 -3.2239 -4.7923
H 0.3100 -2.5344 -3.0281
H 2.4685 -4.9265 -0.1965

=====

(3)
65
Properties=species:S:1:pos:R:3 method="wB97M-V/def2-TZVPD" homo_energy_ev=-7.38 e_tot_ha=-1834.770124 smiles="CC(C)=CCC[C@@H](C)CCC1=CC(=O)OC1=O.O=C1C=C(O)C(=O)C=C1O.O=C1C=C(O)C(=O)C=C1O" charge=0 max_force_ev_per_a=9.7
C 3.4454 1.9029 -1.5095
C 2.2940 1.6742 -2.6792
C 2.3811 0.2783 -3.5350
C 1.2962 2.7722 -2.8824
C -0.3042 2.4352 -2.7569
C -1.2780 3.7421 -2.5793
C -2.8626 3.4197 -2.8991
C -3.1343 2.7808 -4.3844
C -3.4603 2.5427 -1.6467
C -4.7666 1.6202 -2.0084
C -4.4350 0.0579 -2.3787
C -5.4273 -1.0610 -2.3912
C -4.7056 -2.4722 -2.8613
O -5.0991 -3.7429 -2.7086
O -3.4866 -1.9401 -3.5542
C -3.0653 -0.7058 -2.8567
O -1.7688 -0.4341 -2.6878
H 4.1913 2.7522 -1.8250
H 4.0291 0.8827 -1.3190
H 2.9429 2.2403 -0.5045
H 3.2915 0.3290 -4.3022
H 1.4297 0.0280 -4.1758
H 2.5933 -0.6479 -2.8479
H 1.6319 3.8722 -3.1276
H -0.4510 1.7638 -1.7888
H -0.6025 1.7930 -3.7047
H -1.2211 4.0488 -1.4314
H -0.8672 4.6376 -3.2421
H -3.4158 4.4770 -2.8831
H -3.1426 1.6100 -4.4147
H -4.1699 3.1764 -4.8196
H -2.2611 3.1214 -5.1219
H -2.5923 1.9379 -1.0978
H -3.8294 3.3351 -0.8341
H -5.4354 1.5917 -1.0202
H -5.4360 2.1334 -2.8255
H -6.5624 -0.8406 -2.1202
C 0.4655 0.3090 3.0953
C 1.2456 -0.2148 2.1478
C 0.6715 -0.7564 0.8850
O 1.4151 -1.2142 0.0245
C -0.7904 -0.7228 0.7225
C -1.5705 -0.2021 1.6716
C -0.9942 0.3643 2.9219
O -1.7356 0.8527 3.7680
O -2.9454 -0.1698 1.5265
O 2.6182 -0.2726 2.3049
H 0.8696 0.7081 4.0171
H -1.1957 -1.1358 -0.1923
H -3.2840 0.2553 2.3445
H 2.9573 -0.6923 1.4844
C 2.6723 -3.8486 5.6502
C 2.9002 -3.4670 4.3920
C 4.2858 -3.3345 3.8627
O 4.4634 -3.0003 2.6966
C 5.4030 -3.6107 4.7792
C 5.1750 -3.9889 6.0384
C 3.7894 -4.1479 6.5592
O 3.6115 -4.5148 7.7159
O 6.2203 -4.2474 6.9060
O 1.8553 -3.1814 3.5325
H 1.6703 -3.9511 6.0474
H 6.4050 -3.4933 4.3869
H 5.7977 -4.5040 7.7545
H 2.2779 -2.9307 2.6823

=====

(4)
124
Properties=species:S:1:pos:R:3 method="wB97M-V/def2-TZVPD" homo_energy_ev=-8.32 e_tot_ha=-156220.606328 e_above_lowest_ev=0.0000 charge=0 max_force_ev_per_a=3.9
N 4.4231 0.6297 -1.1018
P 3.7047 0.7756 0.2924
B 3.1711 2.6353 0.5507
O 3.8235 3.6694 -0.0390
B 2.8849 4.6289 -0.4192
O 3.2787 5.9047 -0.6484
O 1.5371 4.2843 -0.5892
B 1.0809 3.3449 0.3215
C -0.3411 2.7435 0.2136
C -1.1957 2.7389 1.2741
C -2.4893 2.2481 1.1461
C -2.9229 1.7477 -0.0359
C -2.0481 1.6991 -1.0844
C -0.7532 2.1950 -0.9799
O 2.0221 2.9599 1.2782
H 5.3590 0.2490 -1.0146
H 2.4951 0.0562 0.3482
H 4.4435 0.3390 1.4164
H 2.4729 6.4317 -0.6709
H -0.8600 3.0939 2.2409
H -3.1592 2.1629 1.9734
H -3.9020 1.3082 -0.1042
H -2.3650 1.2078 -2.0021
H -0.0523 2.1185 -1.7984
C 6.7101 -3.0944 -1.0363
Br 7.4900 -1.8796 0.2364
Br 6.0106 -4.6693 -0.1779
Br 5.3856 -2.2347 -2.1245
H 7.5063 -3.4153 -1.6928
C -3.4145 0.1633 4.7863
Br -2.5866 -1.0146 6.0502
Br -4.6871 1.3158 5.6452
Br -2.1391 1.1275 3.7161
H -3.9730 -0.4606 4.1019
C 8.8499 1.7273 -1.2535
Br 8.1370 0.7003 -2.7111
Br 7.7387 1.6163 0.3106
Br 10.6731 1.2535 -0.8662
H 8.8523 2.7627 -1.5690
C 7.3398 5.1981 -3.3078
Br 6.7145 4.1591 -4.7962
Br 6.1832 4.9785 -1.7943
Br 9.1743 4.7854 -2.8878
H 7.3092 6.2396 -3.5916
C 2.5129 -0.8611 4.1571
Br 3.0870 -0.1084 5.8266
Br 1.5607 -2.5147 4.4056
Br 1.4896 0.4109 3.1357
H 3.4004 -1.0894 3.5846
C -2.9380 6.2561 -0.9383
Br -4.4124 6.4737 -2.1633
Br -2.4416 4.4038 -0.7205
Br -1.4308 7.3588 -1.4530
H -3.2753 6.6281 0.0184
C 3.9508 2.4534 -7.2668
Br 2.8561 1.4461 -8.4786
Br 3.9727 1.6698 -5.5134
Br 5.7326 2.6930 -7.9633
H 3.5045 3.4331 -7.1762
C -0.0261 3.2338 5.7954
Br 0.6087 2.1274 7.2280
Br -1.2991 4.5383 6.4017
Br 1.4219 4.0420 4.8173
H -0.5452 2.5834 5.1094
C -1.0266 0.2081 -7.1946
Br -0.3413 1.4638 -5.9156
Br -1.4768 -1.4715 -6.3720
Br -2.4988 0.9361 -8.1914
H -0.2325 0.0116 -7.9004
C -3.7814 -4.8223 4.2622
Br -2.0384 -4.0208 4.1680
Br -4.7425 -4.2042 5.8095
Br -4.7812 -4.5048 2.6503
H -3.6541 -5.8907 4.3567
C -8.3786 -5.7959 2.5109
Br -8.6546 -3.8993 2.6890
Br -7.4648 -6.2129 0.8736
Br -7.4839 -6.5575 4.0359
H -9.3543 -6.2554 2.4536
C -8.0202 -4.3964 8.0269
Br -9.6493 -4.6417 9.0222
Br -7.1978 -2.7020 8.4039
Br -6.7955 -5.8517 8.3035
H -8.2860 -4.3929 6.9799
C 6.3857 0.2761 -11.3307
Br 7.2501 -1.3182 -10.6949
Br 7.3219 1.0311 -12.8320
Br 4.5348 -0.0386 -11.7324
H 6.4196 1.0057 -10.5340
C -3.3874 6.2393 9.9496
Br -3.1565 7.0904 8.2415
Br -4.4223 7.3273 11.1477
Br -4.1295 4.4769 9.7610
H -2.4053 6.1275 10.3849
C -9.4763 -3.0131 -1.1641
Br -8.5431 -4.1716 -2.3838
Br -8.3278 -1.6358 -0.4831
Br -11.0690 -2.2829 -1.9539
H -9.7843 -3.6158 -0.3210
C 10.7587 -2.8429 -9.0640
Br 9.5406 -3.3529 -7.6723
Br 10.9559 -0.9398 -9.2002
Br 12.4636 -3.7196 -8.8648
H 10.3350 -3.1822 -9.9982
C -7.1889 1.5146 2.6151
Br -6.4791 -0.2654 2.8015
Br -6.0290 2.6465 1.5836
Br -8.9743 1.4924 1.9112
H -7.2418 1.9346 3.6095
C -10.2063 -8.6524 9.0256
Br -10.7258 -8.9745 7.2031
Br -11.6709 -8.9128 10.2414
Br -8.6732 -9.6989 9.5217
H -9.9157 -7.6132 9.0931
C -5.4101 -0.3998 -4.0039
Br -5.6425 1.1187 -5.1535
Br -4.4822 0.0889 -2.3880
Br -7.0782 -1.2753 -3.6245
H -4.7859 -1.1103 -4.5262
C 12.7569 -5.1119 -5.0731
Br 13.2922 -3.3436 -4.5489
Br 14.1091 -6.4174 -4.6720
Br 11.0587 -5.5911 -4.3110
H 12.6298 -5.1002 -6.1464

=====

(5)
80
Properties=species:S:1:pos:R:3 method="wB97M-V/def2-TZVPD" homo_energy_ev=-10.00 e_tot_ha=-3562.477625 e_above_lowest_ev=2.5534 charge=+1 max_force_ev_per_a=1.4
Zr -0.4320 -0.4474 -0.1382
O -4.0420 3.8598 2.5069
C -3.1621 2.9027 2.7561
O -3.3933 2.0369 3.5657
C -1.8537 2.8783 2.0335
C -0.6060 3.0115 2.6113
N 0.2678 2.4382 1.7760
N -0.3093 1.9421 0.6850
C -1.5982 2.2324 0.8215
C -2.5776 1.5907 -0.0962
O -3.7411 1.9172 -0.0653
O -2.0414 0.6279 -0.8092
H -3.7438 4.4178 1.7751
H -0.2965 3.4435 3.5496
H 1.2690 2.3389 1.8836
C 2.5300 -3.7667 1.4627
N 1.7474 -3.1783 2.5566
C 2.2443 -3.2987 3.9242
C 0.7211 -2.3802 2.2450
N 0.1966 -2.3076 1.0484
N 0.1943 -1.6267 3.2808
C -0.8351 -0.7163 3.1651
N -1.4238 -0.3416 4.3139
N -1.1879 -0.2397 2.0191
H 3.4883 -4.0848 1.8608
H 2.7118 -3.0180 0.6915
H 2.0296 -4.6374 1.0353
H 2.9818 -4.0935 3.9527
H 1.4470 -3.5842 4.6127
H 2.7271 -2.3783 4.2631
H 0.6119 -3.0001 0.4378
H 0.6031 -1.7392 4.1920
H -1.2479 -0.8107 5.1843
H -2.1385 0.3785 4.2856
H -2.0351 0.3090 2.1320
S 4.4332 4.4138 -2.0460
C 3.9976 2.9403 -1.4711
S 3.2644 2.7031 0.0943
C 2.9555 1.0351 -0.2626
N 3.4307 0.6617 -1.3929
N 4.0284 1.7071 -2.0537
C 4.6240 1.3763 -3.3193
C 5.8202 1.9513 -3.7080
C 6.3684 1.5961 -4.9322
C 5.7318 0.6756 -5.7516
C 4.5399 0.0946 -5.3381
C 3.9799 0.4442 -4.1200
S 2.0996 -0.0416 0.8212
H 6.3218 2.6629 -3.0694
H 7.3038 2.0436 -5.2405
H 6.1665 0.4050 -6.7045
H 4.0406 -0.6321 -5.9652
H 3.0566 -0.0068 -3.7825
N 0.0225 0.5392 -3.2742
C 0.0928 1.5739 -4.1149
C 0.4574 2.6790 -3.3797
C 0.5983 2.1976 -2.0817
N 0.3547 0.8858 -2.0037
H -0.0668 -0.4382 -3.5433
H -0.1127 1.4476 -5.1652
H 0.6191 3.6836 -3.7283
H 0.8873 2.7469 -1.2075
F -1.2037 -1.9064 -1.5589
B -0.0307 -2.2428 -2.3796
F 0.9258 -1.6586 -1.4395
N -6.4238 0.2632 -0.2962
C -6.5199 -0.9547 0.2857
O -7.5668 -1.5445 0.4572
C -5.2233 -1.5786 0.7352
C -5.2534 -2.4998 1.7682
C -4.0672 -3.1014 2.1543
C -2.8979 -2.7363 1.5124
N -2.8491 -1.8423 0.5220
C -4.0068 -1.3034 0.1283
H -7.2824 0.7104 -0.5699
H -5.5655 0.7912 -0.3274
H -6.2018 -2.7390 2.2319
H -4.0460 -3.8507 2.9339
H -1.9517 -3.1847 1.7893
H -3.9570 -0.6432 -0.7255

=====

(6)
63
Properties=species:S:1:pos:R:3 method="wB97M-V/def2-TZVPD" homo_energy_ev=-7.37 e_tot_ha=-4144.546349 charge=0 max_force_ev_per_a=0.3
Pb 0.1791 0.8397 -0.4367
C 3.8517 0.1427 0.2139
N 2.6717 -0.4899 0.7924
C 2.6800 -1.9465 0.5552
C 1.3219 -2.5186 0.1652
C 0.9375 -2.2354 -1.3031
N -0.1849 -1.3196 -1.3955
C -1.2981 -1.7427 -1.8581
C -2.5631 -1.0527 -1.9926
C -3.6210 -1.8445 -2.4808
C -4.8759 -1.3366 -2.7054
C -5.0971 0.0237 -2.4410
C -4.0889 0.8286 -1.9712
C -2.7832 0.3323 -1.7337
O -1.8638 1.1623 -1.3493
C 2.5567 -0.2464 2.2419
C 2.7888 1.1832 2.7364
C 1.8404 2.2685 2.2039
N 0.5240 1.7169 2.0030
C -0.3851 1.8760 2.8749
C -1.6835 1.2389 2.8039
C -2.6752 1.6573 3.7036
C -3.9261 1.0894 3.7184
C -4.1993 0.0539 2.8142
C -3.2437 -0.3927 1.9323
C -1.9504 0.1784 1.8881
O -1.0727 -0.3113 1.0496
H 4.7888 -0.1817 0.6912
H 3.7820 1.2265 0.2973
H 3.9026 -0.1035 -0.8469
H 3.0527 -2.4613 1.4496
H 3.3939 -2.1665 -0.2427
H 0.5456 -2.1143 0.8196
H 1.3447 -3.5995 0.3167
H 0.7005 -3.1705 -1.8224
H 1.7866 -1.7820 -1.8254
H -1.3296 -2.7845 -2.2032
H -3.4257 -2.8919 -2.6875
H -5.6697 -1.9674 -3.0800
H -6.0800 0.4484 -2.6090
H -4.2607 1.8775 -1.7651
H 3.2902 -0.8769 2.7677
H 1.5619 -0.5792 2.5458
H 3.8224 1.4837 2.5522
H 2.6695 1.1339 3.8219
H 2.2063 2.6343 1.2388
H 1.8310 3.1178 2.8980
H -0.2015 2.5191 3.7486
H -2.4361 2.4559 4.3992
H -4.6810 1.4332 4.4120
H -5.1810 -0.4053 2.8077
H -3.4577 -1.1894 1.2305
Br -1.9472 -2.6031 -6.1803
C -0.9225 -1.2666 -5.3245
C 0.4302 -1.4686 -5.1174
C 1.1250 -0.4804 -4.4385
N 0.5707 0.6400 -3.9757
C -0.7270 0.8168 -4.2212
C -1.5238 -0.1040 -4.8868
H 0.9274 -2.3650 -5.4591
H 2.1850 -0.6064 -4.2412
H -1.1715 1.7233 -3.8286
H -2.5832 0.0705 -5.0147